(1)
Entry from OMol25: a 9-piece molecular cluster, C26H52Cl2O24 overall in a non-equilibrium geometry (the ωB97M-V functional and the def2-TZVPD basis).

The geometry in XYZ format:
```
104
Properties=species:S:1:pos:R:3:forces:R:3
Cl -0.459 -2.204 -3.365 -0.477 -1.251 -0.193
C -1.100 -3.880 -2.929 0.490 -0.072 1.180
C -1.643 -4.741 -4.060 0.712 1.671 -0.566
Cl -2.839 -3.688 -4.922 -0.295 -0.830 -0.028
H -1.788 -3.699 -2.104 -0.420 0.081 -0.508
H -0.281 -4.372 -2.405 0.297 -0.043 -0.420
H -2.032 -5.716 -3.767 -0.370 0.413 0.293
H -0.855 -4.924 -4.790 -0.020 0.026 0.037
C 3.621 3.037 -3.661 0.194 -0.974 1.079
O 2.341 2.338 -3.788 -0.162 0.639 -0.659
C 2.232 1.074 -3.368 2.400 -1.141 1.384
O 3.209 0.368 -3.031 -3.125 1.788 -0.955
O 0.945 0.665 -3.243 1.902 -0.050 0.564
C -0.112 1.439 -3.756 -0.395 0.888 -1.660
H 3.680 4.004 -4.159 -0.836 -0.402 -0.425
H 4.443 2.393 -3.972 -0.183 0.010 -0.067
H 3.724 3.236 -2.594 0.262 -0.035 0.007
H -1.051 1.150 -3.284 0.336 -0.152 -0.054
H -0.099 1.275 -4.834 -0.638 -0.457 -0.129
H 0.012 2.521 -3.743 0.251 -0.045 0.951
C -3.428 2.278 2.610 -1.419 -1.295 1.100
O -3.553 3.512 1.973 2.096 1.460 -0.371
C -4.680 4.143 1.735 -3.052 -1.323 -0.964
O -5.774 3.565 1.717 1.918 1.799 0.364
O -4.420 5.426 1.388 -0.341 -0.513 0.013
C -5.561 6.333 1.169 0.477 -0.905 0.784
H -2.405 1.903 2.635 -0.031 0.525 -0.632
H -4.102 1.520 2.211 0.190 0.020 -0.497
H -3.751 2.352 3.649 0.053 0.308 0.217
H -6.356 5.868 0.587 0.234 -0.096 0.027
H -5.171 7.227 0.683 0.101 -0.284 0.067
H -5.907 6.557 2.178 -0.313 0.269 -0.234
C -1.357 -0.562 4.121 -0.258 -0.235 -0.649
O -0.434 -0.624 3.063 2.092 0.534 -3.377
C -0.780 -0.604 1.706 -1.692 -1.719 2.839
O -1.956 -0.677 1.376 1.404 0.842 -0.276
O 0.293 -0.735 0.929 -0.525 1.274 2.313
C 0.036 -0.669 -0.438 0.366 -1.196 -2.247
H -0.716 -0.521 5.001 -0.338 0.028 0.050
H -1.941 -1.482 4.086 -0.309 0.173 0.359
H -1.969 0.333 4.006 -0.208 -0.163 0.337
H -0.340 -1.641 -0.756 -0.316 0.135 -0.020
H 1.001 -0.585 -0.937 0.040 0.231 0.182
H -0.615 0.114 -0.827 -0.031 0.197 0.678
C 4.572 -2.085 6.391 -0.035 1.680 -1.336
O 3.447 -1.409 5.731 -0.669 -0.240 -0.412
C 3.667 -0.708 4.558 1.127 -0.886 1.988
O 4.749 -0.647 4.033 -0.615 0.211 -0.424
O 2.532 -0.105 4.253 -0.860 0.252 -0.203
C 2.484 0.800 3.149 0.547 0.685 -0.946
H 4.322 -2.327 7.424 -0.430 0.106 -0.337
H 5.322 -1.295 6.355 0.615 -0.563 0.336
H 4.898 -2.960 5.827 -0.104 0.075 0.045
H 1.545 1.339 3.026 -0.434 -0.584 0.984
H 2.589 0.312 2.180 0.428 -0.383 0.212
H 3.216 1.602 3.246 0.399 -0.316 0.086
C -0.667 4.364 2.532 1.022 -1.305 0.124
O 0.728 4.820 2.316 -0.167 -0.336 -0.577
C 1.596 4.158 1.473 1.804 2.194 1.864
O 2.801 4.453 1.398 -3.354 -0.588 0.191
O 1.001 3.202 0.818 -0.491 0.266 0.134
C 1.801 2.653 -0.180 -0.192 -1.678 -1.589
H -1.025 3.673 1.768 0.157 0.636 -0.479
H -1.384 5.160 2.732 0.640 0.359 -0.419
H -0.647 3.723 3.414 0.147 0.189 0.349
H 2.137 3.357 -0.942 0.144 0.367 0.463
H 1.098 1.999 -0.696 0.244 -0.305 -0.060
H 2.629 2.075 0.231 0.057 0.182 -0.055
C -2.942 -3.565 1.141 -0.584 -0.660 0.289
O -1.752 -3.771 0.321 -1.924 0.602 0.244
C -0.655 -4.065 0.956 3.340 0.393 2.952
O -0.445 -4.190 2.167 -1.208 0.039 -2.122
O 0.339 -4.073 0.054 0.554 -0.398 -0.892
C 1.763 -4.142 0.373 -0.068 0.074 -0.320
H -3.797 -3.429 0.479 0.378 -0.237 -0.341
H -2.975 -2.705 1.809 0.965 0.109 -0.308
H -3.108 -4.444 1.764 0.075 -0.089 -0.164
H 2.307 -4.300 -0.558 -0.665 -0.041 -0.311
H 2.088 -4.984 0.984 -0.664 0.257 0.533
H 2.123 -3.171 0.712 -0.304 -0.138 0.597
C -3.490 0.781 -1.327 0.760 -1.191 0.301
O -3.704 2.156 -1.485 -1.817 0.332 0.199
C -2.741 2.994 -1.229 0.550 0.831 -1.331
O -1.605 2.673 -1.024 0.888 0.341 0.806
O -3.216 4.231 -1.468 -0.418 0.429 0.420
C -2.423 5.387 -1.164 0.927 -0.064 0.046
H -4.385 0.310 -0.922 -0.131 0.254 -0.326
H -2.687 0.549 -0.627 -0.031 0.281 0.042
H -3.206 0.352 -2.288 -0.224 -0.129 -0.062
H -1.478 5.358 -1.708 0.187 -0.336 0.236
H -2.262 5.494 -0.092 0.101 -0.292 -0.043
H -2.872 6.323 -1.498 -0.805 -0.531 -0.175
C 2.804 -2.649 -2.700 -0.283 1.119 0.340
O 2.523 -4.020 -2.916 0.554 -0.882 -0.340
C 3.483 -4.913 -3.173 2.117 -0.026 -0.242
O 4.699 -4.730 -3.264 -2.633 -0.287 0.157
O 2.849 -6.092 -3.292 -0.828 -0.308 0.068
C 3.521 -7.275 -3.704 2.054 0.400 -0.728
H 2.450 -2.049 -3.539 0.050 -0.284 -0.025
H 3.828 -2.342 -2.488 0.130 -0.721 -0.085
H 2.176 -2.409 -1.843 0.126 0.315 -0.052
H 4.163 -7.057 -4.557 -0.189 0.266 -0.350
H 2.874 -8.090 -4.027 -0.530 0.520 0.568
H 4.279 -7.607 -2.995 -0.494 -0.098 0.583
```
Positions in Å, forces in eV/Å.

ΔE to the lowest compared entry with this formula, charge and spin: 33.8 kcal/mol
Kohn-Sham gap: 11.01 eV
structure (SMILES): COC(=O)OC.COC(=O)OC.COC(=O)OC.COC(=O)OC.COC(=O)OC.COC(=O)OC.COC(=O)OC.COC(=O)OC.ClCCCl
highest occupied orbital energy: -10.55 eV

Atomic partial charges in e from the Mulliken method, atoms 1 to 99: Cl -0.038; C -0.325; C -0.437; Cl -0.220; H 0.210; H 0.064; H 0.420; H 0.265; C -0.648; O -0.371; C 0.661; O -0.641; O 0.314; C -0.640; H 0.252; H 0.292; H 0.259; H 0.003; H 0.416; H 0.274; C -0.484; O -0.095; C 0.688; O -0.640; O -0.202; C -0.757; H -0.433; H 0.511; H 0.528; H 0.330; H 0.236; H 0.315; C -0.620; O -0.092; C 0.888; O -0.541; O -0.338; C 0.598; H 0.253; H 0.281; H 0.127; H -0.128; H -0.111; H -0.300; C -0.616; O -0.340; C 0.640; O -0.542; O -0.202; C -0.609; H 0.224; H 0.308; H 0.255; H 0.046; H 0.243; H 0.548; C -0.224; O -0.422; C 0.529; O -0.632; O 0.339; C -0.659; H -0.137; H 0.331; H 0.315; H 0.525; H -0.377; H 0.383; C -0.648; O -0.155; C 0.752; O -0.676; O 0.006; C -0.428; H 0.282; H 0.081; H 0.323; H -0.110; H 0.341; H 0.235; C -0.291; O -0.438; C 0.647; O -0.203; O -0.436; C -0.563; H 0.381; H -0.198; H 0.366; H 0.262; H 0.168; H 0.245; C -0.516; O -0.034; C 0.674; O -0.617; O -0.252; C -0.732; H 0.323

(2)
Entry from OMol25: a 2-piece molecular cluster, C3H13N2 overall (the ωB97M-V functional and the def2-TZVPD basis).

The geometry in XYZ format:
```
18
Properties=species:S:1:pos:R:3:forces:R:3
C 0.272 1.514 0.809 0.107 -0.104 0.034
N -0.171 0.374 -0.027 -0.276 -0.155 -0.126
C -1.659 0.292 -0.095 0.193 -0.117 -0.221
C 0.408 0.455 -1.393 0.206 0.224 0.107
H -0.118 1.395 1.814 -0.054 -0.004 0.086
H -0.102 2.436 0.373 -0.005 0.047 -0.010
H 1.358 1.530 0.837 0.015 0.026 0.004
H -1.922 -0.603 -0.657 -0.037 0.062 0.038
H -2.073 0.234 0.906 0.018 0.046 0.078
H -2.022 1.174 -0.616 -0.108 0.028 0.050
H 0.117 -0.416 -1.962 -0.149 -0.126 -0.102
H 1.490 0.482 -1.310 0.077 -0.013 0.022
H 0.069 1.369 -1.877 -0.083 -0.050 -0.011
N 0.903 -2.179 0.623 0.006 0.165 0.294
H 1.744 -1.982 1.159 0.049 -0.102 -0.045
H 1.190 -2.748 -0.164 0.033 -0.015 -0.115
H 0.341 -2.781 1.216 -0.066 -0.028 0.001
H 0.174 -0.547 0.365 0.074 0.118 -0.085
```
Positions in Å, forces in eV/Å.

total charge: +1
ΔE to the lowest compared entry with this formula, charge and spin: 8.8 kcal/mol
Kohn-Sham gap: 12.44 eV
highest occupied orbital energy: -15.33 eV

How positive or negative is each atom? The Mulliken charges in e answer that: C -0.826; N 0.043; C -0.861; C -0.966; H 0.368; H 0.381; H 0.351; H 0.358; H 0.372; H 0.385; H 0.366; H 0.376; H 0.411; N -0.934; H 0.267; H 0.260; H 0.261; H 0.387

(3)
Entry from OMol25: a 3-piece molecular cluster, C3H11NO4 overall in a non-equilibrium geometry (the ωB97M-V functional and the def2-TZVPD basis).

The geometry in XYZ format:
```
19
Properties=species:S:1:pos:R:3:forces:R:3
H 0.720 0.759 -1.947 0.928 -0.617 1.809
O 0.706 0.224 -3.176 -0.567 1.809 -0.522
O 0.835 0.676 -0.868 -0.312 1.808 -0.332
H 1.473 0.356 -3.737 -0.306 -1.367 -0.191
H 0.154 -0.536 -2.945 0.519 -0.612 -0.715
C -0.367 0.349 -0.454 0.299 -1.737 0.075
O -1.133 -0.252 -1.200 -0.332 0.775 0.075
C -0.614 0.424 1.074 -0.180 -0.875 -1.101
H 0.352 0.669 1.515 -0.193 0.450 0.204
N -0.891 -0.920 1.497 0.264 -0.582 1.591
H -1.697 -1.498 1.342 -0.364 0.773 -0.628
H -0.104 -1.495 1.720 0.364 0.049 -0.151
C -1.757 1.391 1.317 0.602 0.498 -0.412
H -2.117 1.436 2.340 -0.122 -0.397 0.018
H -1.438 2.405 1.057 0.032 -0.017 -0.042
H -2.504 1.113 0.578 -0.569 0.021 0.349
O 2.465 -1.855 0.444 0.504 0.222 0.370
H 3.241 -2.315 0.794 -0.258 -0.118 -0.127
H 2.674 -0.931 0.648 -0.308 -0.082 -0.269
```
Positions in Å, forces in eV/Å.

ΔE to the lowest compared entry with this formula, charge and spin: 48.4 kcal/mol
Kohn-Sham gap: 8.94 eV
structure (SMILES): C[C@@H](N)C(=O)O.O.O
highest occupied orbital energy: -8.44 eV

How positive or negative is each atom? The Mulliken charges in e answer that: H 0.441; O -0.605; O -0.571; H 0.328; H 0.370; C 0.652; O -0.719; C 0.444; H 0.163; N -0.492; H 0.163; H 0.190; C -1.384; H 0.378; H 0.318; H 0.331; O -0.610; H 0.293; H 0.311

(4)
Entry from OMol25: one molecule with the formula C6H8 in a non-equilibrium geometry (the ωB97M-V functional and the def2-TZVPD basis).

The geometry in XYZ format:
```
14
Properties=species:S:1:pos:R:3:forces:R:3
C 1.230 0.645 0.995 0.148 -0.112 -0.250
C 0.613 -0.642 0.517 -0.271 -0.157 -0.007
C -0.892 -0.904 0.378 -0.252 -0.034 0.084
C -1.303 0.039 -0.749 -0.452 0.295 0.104
C -0.328 0.908 -1.021 -1.532 0.384 0.503
C 0.959 0.391 -0.510 -0.841 -0.470 -0.813
H 0.547 1.350 1.491 0.296 -0.030 -0.668
H 2.209 0.622 1.478 -0.128 -0.132 -0.384
H 1.282 -1.503 0.589 -0.267 0.195 -0.096
H -1.492 -0.654 1.261 0.088 -0.199 0.108
H -1.061 -1.966 0.166 -0.066 0.182 -0.073
H -2.221 -0.024 -1.315 -0.364 0.093 0.363
H -0.307 1.735 -1.725 -0.336 -0.169 0.031
H 0.740 -0.034 -1.607 3.977 0.155 1.098
```
Positions in Å, forces in eV/Å.

ΔE to the lowest compared entry with this formula, charge and spin: 85.4 kcal/mol
Kohn-Sham gap: 9.56 eV
structure (SMILES): C1=C[C@H]2C[C@H]2C1
highest occupied orbital energy: -8.38 eV

How positive or negative is each atom? The Mulliken charges in e answer that: C -0.672; C -0.090; C -0.634; C -0.365; C -0.670; C -0.150; H 0.224; H 0.283; H 0.369; H 0.247; H 0.314; H 0.380; H 0.451; H 0.311

(5)
Entry from OMol25: an isolated ion of composition C3H5Cl3P and charge +1 in a non-equilibrium geometry (the ωB97M-V functional and the def2-TZVPD basis).

The geometry in XYZ format:
```
12
Properties=species:S:1:pos:R:3:forces:R:3
C -0.335 -0.948 -0.573 -2.352 -1.279 -1.861
C 0.283 0.323 -1.059 -1.551 -1.667 -0.285
C 1.502 0.615 -1.413 0.748 1.052 -0.234
P -0.588 0.757 2.096 -0.299 1.241 -0.267
Cl -0.182 0.118 3.906 0.289 -0.274 0.740
Cl -2.560 0.464 1.990 -0.181 -0.118 -0.177
Cl 0.124 -1.090 1.144 0.382 -1.781 0.894
H -1.553 -0.890 -0.600 3.106 -0.177 0.195
H -0.052 -1.937 -1.140 -0.214 1.844 1.501
H -0.515 0.976 -1.251 -0.655 1.454 -0.397
H 1.492 1.635 -1.850 1.158 -0.835 0.262
H 2.383 -0.024 -1.250 -0.431 0.540 -0.371
```
Positions in Å, forces in eV/Å.

total charge: +1
Kohn-Sham gap: 9.60 eV
highest occupied orbital energy: -14.65 eV

How positive or negative is each atom? The Mulliken charges in e answer that: C -0.310; C -0.167; C -0.711; P 0.583; Cl -0.072; Cl -0.065; Cl 0.143; H 0.293; H 0.378; H 0.408; H 0.246; H 0.276

(6)
Entry from OMol25: an isolated ion of composition C16H19OS and charge +1 (the ωB97M-V functional and the def2-TZVPD basis).

The geometry in XYZ format:
```
37
Properties=species:S:1:pos:R:3:forces:R:3
C -0.675 2.364 1.789 0.407 -0.256 0.096
S -1.403 1.431 0.441 -0.173 -0.396 -0.228
C -2.374 2.731 -0.340 -0.085 -0.201 -0.331
H -0.404 1.628 2.553 0.058 0.253 -0.091
H 0.208 2.933 1.481 -0.237 -0.024 0.067
H -1.471 3.012 2.167 0.278 -0.086 0.003
H -3.170 2.230 -0.900 0.167 0.198 0.030
H -2.813 3.311 0.479 0.055 -0.054 -0.323
H -1.775 3.360 -1.007 -0.111 -0.092 0.224
C 3.035 -2.548 3.808 0.116 0.200 -0.279
O 3.276 -1.267 3.185 -0.270 -0.005 -0.702
C 2.657 -0.946 2.020 -0.538 -0.016 0.345
C 2.830 0.380 1.542 0.008 -0.520 0.332
C 2.047 0.833 0.505 -0.180 0.097 0.056
C 1.077 0.016 -0.117 0.277 0.082 -0.107
C 0.078 0.670 -0.990 0.122 0.061 0.435
C -0.814 -0.070 -1.927 -0.515 0.059 -0.190
C -0.993 0.417 -3.236 0.021 0.181 0.290
C -1.975 -0.110 -4.072 0.081 -0.180 0.060
C -2.763 -1.180 -3.637 0.350 0.095 0.138
C -2.541 -1.728 -2.370 0.130 0.122 0.042
C -1.595 -1.162 -1.509 -0.070 -0.010 -0.240
C 1.082 -1.350 0.218 -0.190 0.022 0.192
C 1.800 -1.821 1.315 0.410 0.255 0.170
H 3.681 -2.547 4.686 -0.146 -0.059 -0.160
H 1.987 -2.654 4.118 0.194 0.118 -0.133
H 3.315 -3.375 3.141 -0.032 0.231 0.155
H 3.526 1.040 2.056 -0.080 -0.197 -0.157
H 2.165 1.862 0.159 -0.068 -0.182 0.180
H 0.381 1.666 -1.339 0.053 -0.449 -0.106
H -0.347 1.224 -3.588 -0.278 -0.125 0.064
H -2.119 0.312 -5.068 0.066 -0.154 0.298
H -3.529 -1.595 -4.292 0.206 0.096 0.203
H -3.113 -2.599 -2.047 0.125 0.318 -0.042
H -1.469 -1.559 -0.502 -0.211 0.118 -0.249
H 0.519 -2.059 -0.384 -0.053 0.161 0.316
H 1.682 -2.851 1.660 0.109 0.341 -0.361
```
Positions in Å, forces in eV/Å.

total charge: +1
Kohn-Sham gap: 7.71 eV
highest occupied orbital energy: -11.67 eV

How positive or negative is each atom? The Mulliken charges in e answer that: C -0.983; S 0.444; C -1.031; H 0.344; H 0.309; H 0.430; H 0.343; H 0.440; H 0.315; C -0.802; O -0.416; C 0.878; C -0.707; C -0.494; C -0.067; C -0.629; C 0.418; C -0.321; C -0.672; C -0.436; C -0.888; C -0.114; C -0.508; C -0.602; H 0.245; H 0.349; H 0.336; H 0.432; H 0.468; H 0.668; H 0.388; H 0.408; H 0.404; H 0.393; H 0.522; H 0.769; H 0.368

- Number 2 is which compound?
  C3H13N2